(1)
Here is an isolated molecule of C5H5ClO3 at a distorted geometry from OMol25. Energies are from ωB97M-V with the def2-TZVPD basis set.

```
14
Properties=species:S:1:pos:R:3:forces:R:3
C -2.8310 1.2550 0.0118 0.58 -0.22 0.91
C 0.5439 0.3394 -0.2447 0.84 -1.79 -0.56
C 0.1907 -0.3254 1.1345 -0.27 0.52 -0.15
C -1.6889 0.8153 -0.8570 -0.08 0.52 -0.51
C -2.1718 -0.0809 0.2647 1.18 0.02 1.58
O -3.6944 2.0274 0.2877 0.51 -0.42 -0.33
O -0.3982 1.3437 -0.5465 -0.86 0.23 -1.15
O -1.2375 -0.1728 1.3446 -1.34 0.69 0.18
Cl -3.0603 -1.5400 -0.0899 0.03 -0.32 -0.06
H 1.5620 0.8000 -0.1273 -1.10 -0.23 -0.55
H 0.5627 -0.4652 -1.1259 0.07 1.58 1.87
H 0.2845 -1.4136 1.0852 0.87 0.19 0.17
H 0.8105 0.1549 2.0561 -1.90 -1.11 -2.18
H -2.0994 0.5472 -1.8825 1.47 0.33 0.77
```
Positions in Å, forces in eV/Å.

Results
HOMO in eV: -9.279
Orbital gap in eV: 9.29
SMILES: O=C1[C@H]2OCCO[C@@]12Cl
Energy relative to the best compared isomer or geometry (same formula, charge and spin) in kJ/mol: 309.6

***

(2)
Here is a structure of composition C42H57AlBr3FN4O14 at a distorted geometry from OMol25. Energies are from ωB97M-V with the def2-TZVPD basis set.

```
122
Properties=species:S:1:pos:R:3:forces:R:3
C 2.6949 -4.6246 -1.3665 0.48 -0.28 -0.32
C 3.3469 -4.7750 -2.7564 -0.43 -0.72 1.04
O 2.7909 -3.8784 -3.7182 0.44 0.16 -0.01
C 3.0908 -2.5753 -3.4965 0.25 0.12 0.13
C 4.4459 -2.1869 -3.4937 -0.59 0.43 0.31
C 4.8704 -0.8762 -3.2427 -0.62 0.10 -0.46
C 6.3733 -0.6428 -3.2089 0.25 -0.34 0.31
C 6.9407 -0.5288 -1.7575 -0.03 -0.56 -0.58
C 6.2497 -1.5050 -0.7567 1.05 1.23 0.44
N 5.3581 -0.6895 0.1344 -0.73 -0.67 -0.32
C 3.8680 0.1103 -3.0393 -0.53 -1.11 -0.36
N 4.3133 1.5140 -2.8146 -0.24 -1.78 0.94
C 4.3990 1.7349 -1.6297 -0.24 2.09 -0.64
O 4.5081 2.1950 -0.5401 -0.11 -0.84 -0.41
C 2.4930 -0.2712 -3.0409 -0.50 -0.21 -0.37
C 2.0849 -1.6186 -3.2803 0.57 1.28 0.03
C 0.6008 -1.9815 -3.2860 0.12 -0.30 -0.02
O 0.3088 -3.1452 -3.2214 -0.28 -0.15 -0.22
C -0.4586 -0.9088 -3.3778 0.67 0.31 -0.32
C -1.8746 -1.2445 -3.7045 0.11 -0.29 0.04
Br -2.5856 -0.5774 -5.3861 0.47 -0.28 0.60
C -2.6755 -1.9531 -2.9096 -0.11 -0.31 0.01
C -4.1263 -2.3021 -3.1456 0.14 -0.38 0.46
Br -1.9363 -2.6035 -1.2431 -0.60 0.42 -0.57
C -0.0847 0.3597 -3.1446 0.35 0.91 -1.04
C -1.0309 1.5467 -3.1757 0.18 -0.30 0.84
C -1.9379 1.3469 -1.9108 0.34 0.37 -0.20
O -1.4880 2.2302 -0.8960 -0.25 -0.17 0.17
C 1.3283 0.7057 -2.7608 0.97 -0.72 0.20
O 1.5758 1.7337 -2.1791 0.06 0.32 0.02
H 1.6276 -4.8659 -1.3935 0.22 0.28 -0.01
H 2.8724 -3.6236 -0.9506 -0.25 -0.17 -0.08
H 3.1974 -5.3476 -0.7067 -0.19 0.19 -0.06
H 3.1528 -5.7931 -3.1129 0.00 0.37 -0.21
H 4.4368 -4.6864 -2.6336 -0.16 0.24 -0.35
H 5.1950 -2.9593 -3.6531 -0.15 0.17 -0.10
H 6.8402 -1.5362 -3.6491 -0.21 0.26 0.01
H 6.7148 0.1976 -3.8250 -0.30 -0.01 0.23
H 6.8847 0.5265 -1.4490 -0.10 -0.35 0.26
H 8.0117 -0.7765 -1.7658 -0.26 0.19 -0.20
H 5.7053 -2.3136 -1.2511 0.01 0.23 0.16
H 6.9991 -1.9495 -0.0898 -0.16 0.01 -0.31
H 5.3312 -1.1218 1.0620 -0.44 -0.33 -0.25
H 4.4151 -0.7359 -0.2655 -0.10 -0.09 0.43
H -4.7765 -1.5988 -2.6053 0.18 -0.09 -0.20
H -4.3361 -3.2988 -2.7348 0.12 0.27 -0.04
H -4.3955 -2.3284 -4.2038 0.19 0.24 0.16
H -1.5664 1.6759 -4.1203 -0.02 -0.51 0.19
H -0.4769 2.4789 -3.0105 -0.08 -0.33 0.03
H -1.7963 0.3180 -1.5590 -0.53 0.22 -0.07
H -2.9935 1.5395 -2.1426 0.23 0.00 0.15
H -0.9722 1.7065 -0.2683 0.05 0.18 0.21
Al 5.7041 1.2240 0.9190 0.58 0.54 0.81
C 5.4717 -5.8960 3.0734 -0.41 -0.06 0.34
O 6.8570 -6.3006 2.9188 -0.75 1.74 -2.31
C 7.5975 -5.4333 2.1456 -0.02 -0.31 0.19
O 7.1538 -4.4413 1.6408 -0.24 0.20 -0.06
O 8.8333 -5.8735 2.0609 -0.10 -0.11 -0.02
C 9.7057 -5.0512 1.2776 0.31 0.13 -0.16
H 4.9907 -6.6512 3.6876 0.24 -0.11 0.01
H 5.4112 -4.9354 3.5782 0.09 0.03 -0.09
H 4.9833 -5.8598 2.1033 0.15 0.05 -0.06
H 9.7881 -4.0572 1.7136 -0.12 0.00 -0.03
H 9.3547 -4.9924 0.2485 -0.10 0.06 0.06
H 10.6828 -5.5241 1.2906 -0.10 -0.15 0.13
C -1.7883 4.7901 3.4905 -0.05 -0.08 0.20
C -1.7048 4.5818 1.9918 0.31 0.14 -0.03
C -3.0506 4.3313 1.3109 0.34 -0.24 0.25
C -3.6814 3.1267 1.8720 -0.08 0.23 -0.33
N -4.1602 2.1780 2.3087 -0.04 0.00 0.03
H -2.1785 3.8874 3.9638 0.00 0.08 0.16
H -0.7908 4.9751 3.8916 -0.02 -0.04 0.06
H -2.4200 5.6319 3.7837 -0.05 -0.02 -0.13
H -1.0435 3.7298 1.8145 -0.02 0.03 -0.17
H -1.2436 5.4553 1.5237 -0.03 -0.05 -0.09
H -2.8949 4.1811 0.2423 -0.11 -0.12 0.01
H -3.7215 5.1751 1.4399 0.00 -0.02 0.11
F -5.6804 5.2266 0.6281 -0.19 0.07 -0.12
C -6.9752 5.1534 1.0149 -0.47 -0.04 0.13
C -7.8352 6.1830 0.6878 0.14 0.17 -0.14
C -9.1634 6.1035 1.0819 -0.04 -0.14 0.14
C -9.6065 5.0023 1.8044 0.00 -0.01 0.00
C -8.7246 3.9786 2.1282 -0.07 0.17 -0.10
C -7.3984 4.0492 1.7270 0.23 -0.23 0.06
H -7.4665 7.0352 0.1312 0.01 -0.02 -0.01
H -9.8509 6.8991 0.8261 0.08 -0.01 -0.04
H -10.6417 4.9429 2.1155 0.02 0.00 0.00
H -9.0691 3.1236 2.6948 0.04 -0.01 -0.01
H -6.6965 3.2585 1.9627 0.02 0.04 0.01
O -3.9167 -5.0084 4.6348 -0.09 -0.03 -0.17
C -3.8284 -3.8493 4.3253 0.36 0.12 0.24
O -4.1640 -3.4746 3.0785 -0.37 -0.27 -0.18
C -4.2836 -2.1051 2.6731 0.19 0.30 -0.10
C -2.9468 -1.5376 2.2528 0.22 -0.02 0.12
C -3.2642 -2.8199 5.2741 -0.43 0.21 0.20
H -4.7623 -1.5076 3.4496 0.07 -0.02 0.05
H -4.9644 -2.1071 1.8218 -0.04 -0.20 0.04
H -2.2347 -1.5331 3.0788 0.00 0.10 0.01
H -3.0592 -0.5141 1.8920 -0.03 0.00 0.02
H -2.5091 -2.1443 1.4587 -0.10 0.04 0.05
H -2.1771 -2.8251 5.2008 0.00 0.04 -0.05
H -3.5543 -3.0950 6.2858 0.13 -0.17 -0.03
H -3.6332 -1.8114 5.1054 0.17 0.04 -0.11
C -0.5884 1.3091 3.6289 -0.12 0.05 0.25
C 0.3030 0.2188 2.9795 -0.05 0.06 -0.20
O 0.6178 -0.7395 3.7098 0.08 0.02 -0.15
O 0.6070 0.4335 1.7756 0.07 -0.03 -0.07
H -0.8243 1.0806 4.6665 0.05 -0.08 -0.02
H -0.0650 2.2665 3.5900 0.00 -0.02 -0.09
H -1.5222 1.3948 3.0701 0.05 0.01 -0.07
C 2.4508 2.7921 -5.4551 0.00 0.07 -0.41
C 1.6868 2.3196 -6.6149 0.08 0.04 0.27
N 1.0885 1.9499 -7.5213 0.01 -0.01 0.01
H 2.0771 3.7631 -5.1355 -0.01 -0.02 0.03
H 2.3765 2.0936 -4.6313 -0.07 -0.05 0.05
H 3.4999 2.8888 -5.7314 0.00 0.04 0.00
O -4.3616 2.3789 5.8428 0.09 0.01 0.05
H -4.4253 2.5556 4.8924 -0.01 -0.09 -0.14
O -10.9881 8.3363 -0.6585 -0.10 0.11 -0.06
H -11.9339 8.1800 -0.7449 0.01 -0.06 0.02
H -10.8581 9.2100 -1.0404 0.06 0.00 0.02
Br 7.8964 -7.4023 4.4291 0.98 -1.34 1.96
```
Positions in Å, forces in eV/Å.

Results
HOMO in eV: -6.282
Orbital gap in eV: 1.01

***

(3)
Here is a cluster of 2 separate species, C5H10O2 in total from OMol25. Energies are from ωB97M-V with the def2-TZVPD basis set.

```
17
Properties=species:S:1:pos:R:3:forces:R:3
C 2.2068 -0.0659 -0.3882 0.02 -0.02 -0.07
C 1.3611 -0.6698 0.6957 -0.13 -0.15 -0.02
O -0.3458 1.3064 -1.1439 -0.51 0.01 0.15
C -1.4903 1.1766 -0.7736 0.17 0.07 -0.11
C -1.9224 0.8907 0.6345 0.11 0.04 0.03
C 0.2638 -1.4060 0.5242 0.20 0.07 0.32
O -0.3581 -1.7043 -0.6528 0.13 0.12 -0.17
H 2.1498 1.0273 -0.3855 0.01 -0.16 0.03
H 1.9056 -0.3926 -1.3899 0.06 0.05 0.14
H 3.2549 -0.3568 -0.2561 -0.13 0.05 -0.01
H 1.6681 -0.4918 1.7232 -0.02 -0.13 -0.11
H -2.3176 1.2672 -1.5081 0.05 -0.03 0.02
H -2.6501 1.6441 0.9545 0.05 -0.08 -0.06
H -1.0640 0.8680 1.3071 -0.14 0.04 -0.10
H -2.4256 -0.0842 0.6497 0.04 0.15 -0.02
H -0.2753 -1.8441 1.3603 0.12 0.07 -0.08
H 0.0392 -1.1649 -1.3513 -0.05 -0.10 0.06
```
Positions in Å, forces in eV/Å.

Results
HOMO in eV: -8.578
Orbital gap in eV: 9.53
SMILES: C/C=C\O.CC=O
Energy relative to the best compared isomer or geometry (same formula, charge and spin) in kJ/mol: 198.1

***

(4)
Here is a structure of composition C8H9OS at a distorted geometry from OMol25. Energies are from ωB97M-V with the def2-TZVPD basis set.

```
19
Properties=species:S:1:pos:R:3:forces:R:3
C -1.1170 -0.5265 0.9173 -1.69 -2.51 0.72
C -0.9594 -1.6859 0.2846 0.47 -1.87 -0.38
C -0.8174 1.7767 1.3053 0.81 1.81 -0.91
C 2.2818 1.3103 0.7293 0.96 -0.56 0.46
C -0.5440 0.6738 0.4638 0.99 0.93 -1.93
C 0.0645 -1.8744 -0.7934 1.01 1.71 0.56
C 0.2330 -0.5367 -1.5756 -1.09 -0.49 -1.63
C 0.1199 0.7728 -0.7742 -0.36 -2.48 1.30
O 2.0598 2.3825 0.9831 1.54 1.64 0.50
S -0.0128 3.1885 1.1280 -1.68 0.41 0.34
H -1.7842 -0.5191 1.7924 0.28 0.27 -0.50
H -1.4778 -2.6428 0.4962 0.09 1.03 0.58
H -1.5989 1.6071 2.0082 -0.28 0.18 0.94
H 1.6137 0.4745 0.5505 -0.69 -1.46 -0.91
H 1.0484 -2.1982 -0.3806 -0.54 0.31 0.26
H -0.1682 -2.6903 -1.4403 -0.47 -0.30 -0.69
H 1.1281 -0.6271 -2.2085 -0.06 0.53 0.31
H -0.6084 -0.6012 -2.3805 1.06 0.81 1.25
H 0.5390 1.7159 -1.1055 -0.37 0.02 -0.28
```
Positions in Å, forces in eV/Å.

Results
HOMO (spin up / spin down) in eV: -12.995 / -12.995
Total charge: +1
Orbital gap (spin up / spin down) in eV: 6.91 / 6.91
Energy relative to the best compared isomer or geometry (same formula, charge and spin) in kJ/mol: 60.5

***

(5)
Here is a structure of composition C6H19Na2O9P2 at a distorted geometry from OMol25. Energies are from ωB97M-V with the def2-TZVPD basis set.

```
38
Properties=species:S:1:pos:R:3:forces:R:3
Na 2.3418 3.1146 4.4023 -0.75 -0.51 -0.68
Na 3.6003 0.0631 3.5398 -0.78 -0.12 -0.48
O 1.6899 1.2857 3.0746 1.11 0.09 0.47
H 1.1722 0.8968 2.3430 0.48 0.52 0.71
C -1.6584 1.4024 2.2083 0.51 -1.82 0.07
O -2.1206 2.2798 1.2180 0.28 1.68 -1.77
P -1.7155 2.2045 -0.3796 -1.14 -2.78 -0.63
O -2.1170 0.8769 -1.0303 1.33 3.90 1.64
O -2.3753 3.5132 -1.0728 0.73 -2.06 1.46
C -2.3412 4.8609 -0.6302 -1.20 0.97 -0.31
O -0.1047 2.4232 -0.4018 -0.72 -0.26 0.01
C 0.5044 3.4205 0.3868 0.19 0.94 1.17
H -0.8716 0.7394 1.8485 -0.15 -0.28 -0.55
H -2.4902 0.7687 2.5158 0.06 0.09 0.11
H -1.1505 1.8027 3.0857 -0.53 1.08 -0.09
H -1.6080 5.4118 -1.2192 0.09 -0.01 0.33
H -2.3410 5.0938 0.4346 0.91 -0.81 0.25
H -3.3360 5.2479 -0.8509 0.04 0.11 -0.61
H 1.3221 3.0448 1.0020 0.18 -0.64 -0.43
H -0.1629 3.8214 1.1497 -0.44 0.05 -0.14
H 0.8874 4.2779 -0.1666 -0.16 -0.24 -0.51
C 0.8539 -1.1623 -0.1013 0.41 -0.69 0.03
O 1.5289 -2.4340 -0.3775 -0.70 -0.19 -0.27
P 0.6363 -3.7542 -0.6629 -2.33 0.24 0.25
O -0.3973 -4.0542 0.4047 2.34 0.43 -2.31
O 0.0138 -3.4659 -2.1614 0.22 -0.49 1.13
C -1.3436 -3.8349 -2.5407 0.04 -0.43 -0.09
O 1.7353 -4.8663 -0.9179 -0.68 -0.18 0.89
C 2.9546 -4.6970 -1.6164 0.37 1.25 -0.50
H -0.1772 -1.3333 0.2079 0.01 0.07 -0.17
H 0.9277 -0.4936 -0.9589 -0.18 -0.26 -0.06
H 1.4116 -0.7203 0.7243 -0.03 0.03 0.07
H -1.7667 -4.5831 -1.8704 -0.18 0.77 0.70
H -1.4236 -4.3968 -3.4713 1.06 0.25 -0.42
H -1.9084 -2.9194 -2.7164 -0.14 -0.15 0.63
H 3.1718 -3.6289 -1.6174 0.29 0.00 -0.16
H 2.8670 -5.0110 -2.6565 -0.12 -0.24 0.14
H 3.7908 -5.1946 -1.1252 -0.41 -0.30 0.14
```
Positions in Å, forces in eV/Å.

Results
HOMO in eV: -12.067
Total charge: +1
Orbital gap in eV: 6.98
Energy relative to the best compared isomer or geometry (same formula, charge and spin) in kJ/mol: 155.2

***

(6)
Here is a structure of composition C2H4AgLiO2 at a distorted geometry from OMol25. Energies are from ωB97M-V with the def2-TZVPD basis set.

```
10
Properties=species:S:1:pos:R:3:forces:R:3
O -2.4414 2.3638 -0.0560 0.39 -1.07 0.07
C -1.3959 -1.9105 -0.4110 0.30 0.12 -1.87
C -1.4570 -1.7387 0.9194 0.11 1.36 3.26
O -1.1735 -0.5965 1.5508 -1.34 -2.67 -4.70
H -2.9101 2.7687 -0.7832 -0.01 0.07 0.05
H -1.0452 -1.1196 -1.0813 -0.14 -0.27 0.19
H -1.6751 -2.8693 -0.8471 0.07 0.31 0.11
H -1.7768 -2.5751 1.5578 0.16 0.33 -0.14
Ag -0.7124 -0.2716 3.4262 0.82 0.52 3.14
Li -1.7526 0.8408 0.4195 -0.39 1.32 -0.10
```
Positions in Å, forces in eV/Å.

Results
Expectation value of S²: 2.0257
HOMO (spin up / spin down) in eV: -6.337 / -8.226
2S+1: 3
Orbital gap (spin up / spin down) in eV: 6.44 / 3.87

***

(7)
Here is a structure of composition C22H20PRhS2 from OMol25. Energies are from ωB97M-V with the def2-TZVPD basis set.

```
46
Properties=species:S:1:pos:R:3:forces:R:3
Rh -0.9589 0.4903 -0.4531 0.60 0.03 0.11
C 1.8171 2.7066 -3.3593 0.01 -0.05 -0.01
C 1.1448 1.7254 -2.4303 0.44 -0.14 0.19
S -0.5574 1.7381 -2.3998 -0.44 -0.10 0.15
C 1.8815 0.8867 -1.6233 -0.06 0.40 -0.33
C 3.3836 0.9617 -1.5236 -0.03 -0.01 0.03
S 1.1160 -0.2612 -0.6219 -0.46 0.09 0.16
H 1.0727 3.2689 -3.9181 0.00 0.01 -0.01
H 2.4667 2.1923 -4.0706 0.01 0.02 -0.01
H 2.4343 3.4161 -2.8027 0.00 0.01 0.02
H 3.8231 1.4160 -2.4099 0.01 -0.02 -0.02
H 3.8173 -0.0299 -1.3985 0.02 0.00 0.00
H 3.6761 1.5617 -0.6567 0.00 0.01 0.00
C -3.9376 5.3006 2.0513 0.01 0.00 0.00
C -4.2644 4.2402 1.2181 -0.01 0.00 -0.02
C -3.3233 3.2594 0.9468 0.00 0.02 0.00
C -2.0527 3.3320 1.5113 -0.16 -0.13 -0.01
C -1.7266 4.4016 2.3426 0.01 -0.02 0.01
C -2.6697 5.3818 2.6110 0.00 0.01 -0.01
P -0.8969 1.9727 1.2147 0.52 -0.01 -0.22
C 0.7384 2.7274 1.3901 0.01 -0.03 -0.14
C 1.1056 3.7223 0.4839 -0.02 0.00 -0.03
C 2.3847 4.2531 0.5124 0.00 -0.01 0.02
C 3.3084 3.7850 1.4390 -0.01 0.01 -0.01
C 2.9497 2.7866 2.3324 0.01 -0.01 0.03
C 1.6687 2.2522 2.3071 0.01 0.02 0.00
C -1.0492 0.5956 2.3333 -0.12 -0.19 -0.07
C -1.1599 0.3939 3.7010 0.00 -0.05 0.07
C -1.2096 -0.9185 4.1474 0.01 0.05 -0.02
C -1.1446 -1.9718 3.2338 0.02 0.00 -0.09
C -1.0445 -1.7501 1.8636 0.02 -0.05 0.15
C -1.0104 -0.4428 1.3816 -0.37 0.20 0.03
H -4.6704 6.0690 2.2604 0.00 0.00 0.00
H -5.2495 4.1808 0.7745 0.00 0.00 0.00
H -3.5700 2.4349 0.2875 -0.01 0.00 0.00
H -0.7352 4.4706 2.7727 0.00 0.00 0.01
H -2.4136 6.2121 3.2561 0.00 0.00 0.00
H 0.3910 4.0687 -0.2550 0.00 -0.01 0.00
H 2.6638 5.0250 -0.1931 0.00 0.00 0.00
H 4.3097 4.1955 1.4591 0.00 0.00 0.00
H 3.6708 2.4146 3.0487 0.00 0.00 0.00
H 1.3991 1.4552 2.9883 0.00 -0.01 0.00
H -1.2104 1.2262 4.3938 0.00 -0.02 0.01
H -1.2963 -1.1305 5.2053 0.00 0.00 0.00
H -1.1774 -2.9889 3.6065 -0.01 0.00 0.00
H -1.0004 -2.5943 1.1856 -0.01 0.00 0.00
```
Positions in Å, forces in eV/Å.

Results
HOMO (spin up / spin down) in eV: -7.038 / -7.040
Orbital gap (spin up / spin down) in eV: 6.10 / 6.25
Energy relative to the best compared isomer or geometry (same formula, charge and spin) in kJ/mol: 0.0

***

(8)
Here is a cluster of 2 separate species, C2H6FP in total at a distorted geometry from OMol25. Energies are from ωB97M-V with the def2-TZVPD basis set.

```
10
Properties=species:S:1:pos:R:3:forces:R:3
C -2.0374 -0.5215 -0.0748 -0.21 -3.10 3.39
C 0.1944 2.3871 -0.0492 0.46 -1.99 -0.50
F 1.4693 2.5142 -0.4057 0.74 0.12 0.29
P -0.4686 -0.2668 0.9119 0.03 0.89 0.32
H -2.8997 -0.4467 0.6629 0.96 0.28 -1.01
H -2.0281 -1.6250 -0.3579 -0.13 1.69 -0.40
H -2.0762 0.2090 -0.7949 -0.51 1.18 -2.15
H -0.3770 2.2241 -0.9192 -1.07 0.01 -0.62
H -0.1008 2.9895 0.7571 -0.39 0.62 0.98
H 0.3222 -1.2225 0.2254 0.13 0.29 -0.30
```
Positions in Å, forces in eV/Å.

Results
HOMO (spin up / spin down) in eV: -8.270 / -8.105
Orbital gap (spin up / spin down) in eV: 7.88 / 8.41
Energy relative to the best compared isomer or geometry (same formula, charge and spin) in kJ/mol: 382.6